# 1
107
Properties=species:S:1:pos:R:3:mulliken_charge:R:1 method="wB97M-V/def2-TZVPD" s_squared=6.014 e_homo_ev="-4.88 / -6.34" lumo_energy_ev="1.56 / 1.54" total_charge=-1 multiplicity=5 homo_lumo_gap_ev="6.439 / 7.883"
Cr 6.61443 1.53504 0.60827 -0.865
P 7.59524 3.56391 1.27258 0.059
O 7.29731 3.23727 -0.22942 0.976
O 8.27375 4.86293 1.67532 0.930
O 8.31655 2.23389 1.63032 -1.279
O 6.19383 3.12022 1.90966 -0.758
C 10.76459 3.20859 -0.27297 0.595
C 11.13751 4.61986 0.09673 1.586
O 12.25160 4.81027 -0.75661 -0.396
C 12.68784 3.62052 -1.24235 0.477
O 13.63809 3.43287 -1.93982 -0.572
O 12.00890 2.62465 -0.65372 -0.495
F 11.52987 4.53432 1.42499 -0.367
H 10.08224 3.05937 -1.11748 -0.463
H 10.28556 2.61505 0.50446 -0.120
H 10.30297 5.31318 0.07358 -0.365
C 8.04358 2.96841 4.68491 0.790
C 9.50774 3.23935 4.33039 0.553
O 10.20347 2.96453 5.51991 -0.424
C 9.36898 3.24077 6.53390 0.557
O 9.65003 3.41613 7.67642 -0.569
O 8.09441 3.12509 6.09984 -0.397
F 9.65386 4.59242 4.10720 -0.305
H 7.80342 1.96882 4.31622 0.300
H 7.48799 3.62525 4.01411 -0.950
H 9.89132 2.72626 3.45283 0.051
C 9.03011 7.24526 2.82382 0.207
C 8.24728 7.70053 1.63745 2.030
O 8.88944 8.97723 1.48687 -0.439
C 9.33299 9.39900 2.71191 0.499
O 9.74883 10.49642 2.92102 -0.573
O 9.29087 8.40939 3.60854 -0.414
F 6.93709 7.98495 1.94711 -0.379
H 9.97510 6.83244 2.46549 0.190
H 8.53318 6.45903 3.38097 -0.302
H 8.31698 6.95197 0.85664 -0.811
C 8.52961 5.62003 -1.87691 1.016
C 7.47290 5.40285 -2.91082 1.661
O 8.18161 4.88069 -4.02617 -0.406
C 9.51206 5.00359 -3.80968 0.546
O 10.35485 4.60330 -4.54827 -0.549
O 9.73225 5.56878 -2.61429 -0.350
F 6.91669 6.62172 -3.26424 -0.395
H 8.48199 4.91192 -1.04458 -1.047
H 8.54927 6.58162 -1.35960 0.176
H 6.59326 4.80205 -2.70347 -0.962
C 5.12595 6.00150 0.33095 0.319
C 4.02676 4.96399 0.61909 1.366
O 3.98901 4.35102 -0.64921 -0.011
C 4.21051 5.31504 -1.58032 0.277
O 4.05874 5.19436 -2.75727 -0.572
O 4.75534 6.40281 -1.01479 -0.415
F 2.80769 5.50373 0.87978 -0.441
H 6.04779 5.43577 0.18266 -0.541
H 5.28166 6.78310 1.06673 0.405
H 4.34699 4.26031 1.38685 -0.501
C 0.92379 1.69590 -1.30458 -0.910
O 2.26860 2.00837 -1.02599 -0.056
P 3.24250 0.98215 -0.30569 -0.451
O 4.67913 1.34933 -0.28335 1.481
O 2.59238 0.75116 1.12660 -0.407
C 3.07989 1.46891 2.29372 -0.251
O 2.95840 -0.45756 -1.00795 -0.362
C 3.03702 -0.52804 -2.44293 -0.484
H 0.67483 0.71697 -0.88305 0.367
H 0.80173 1.86201 -2.37694 0.273
H 0.20792 2.34621 -0.78963 0.284
H 3.12701 0.74358 3.10413 0.377
H 2.30631 2.17907 2.58101 0.388
H 4.05809 1.90334 2.08958 -0.305
H 2.14516 -1.00974 -2.83601 0.379
H 3.92308 -1.09466 -2.71801 0.012
H 3.17715 0.42948 -2.94466 0.231
C 6.84012 -1.72662 -4.09581 -0.876
O 7.17910 -1.43500 -2.71031 -0.378
P 7.22603 0.11908 -2.38292 0.812
O 7.44955 0.46306 -0.95558 -0.262
O 5.87842 0.75249 -2.96877 -0.109
C 5.72558 2.20894 -3.09104 0.152
O 8.33725 0.70148 -3.38008 -0.269
C 9.73710 0.82778 -2.97843 -0.525
H 7.45376 -2.56444 -4.42286 0.337
H 6.76345 -0.96447 -4.86429 0.328
H 5.86008 -2.20275 -4.00080 0.308
H 4.69031 2.52427 -3.01684 0.420
H 6.15220 2.37183 -4.08048 0.520
H 6.35668 2.68970 -2.34390 -0.872
H 10.22866 0.23629 -3.74712 0.344
H 9.86158 0.31378 -2.02408 0.380
H 9.98084 1.87987 -2.88508 -0.020
C 5.88279 6.48541 4.41340 0.276
O 5.01288 6.50517 5.55977 -0.437
P 3.52906 5.89112 5.53925 0.989
O 2.74354 6.45711 4.41458 -0.678
O 2.93589 6.07090 6.99124 -0.335
C 1.66398 6.67012 7.15180 -0.715
O 3.80583 4.33044 5.55996 -0.359
C 4.27254 3.60454 4.42887 -0.543
H 6.27851 7.49275 4.34095 0.409
H 5.42290 5.89888 3.62147 -0.348
H 6.78375 5.89157 4.61757 0.075
H 1.34899 7.24669 6.28156 0.293
H 1.70044 7.39861 7.96483 0.261
H 0.79180 6.07184 7.42289 0.291
H 4.07380 2.53596 4.52928 0.381
H 5.34328 3.66524 4.24095 0.385
H 3.64267 3.95644 3.60574 0.064

---

# 2
92
Properties=species:S:1:pos:R:3:mulliken_charge:R:1 method="wB97M-V/def2-TZVPD" s_squared=8.756 e_homo_ev="-10.04 / -10.12" lumo_energy_ev="0.33 / -0.80" multiplicity=6 homo_lumo_gap_ev="10.371 / 9.325"
Fe -1.35173 1.44130 -0.67180 1.535
C 1.24497 -0.75020 1.50116 0.054
C 0.18523 0.09408 0.85230 0.552
O 0.33278 1.32854 0.60919 -1.266
O -0.94950 -0.36223 0.54039 -0.587
H 2.14037 -0.38116 0.99946 -0.102
H 1.07606 -1.76690 1.16636 -0.384
H 1.28768 -0.62546 2.57793 0.332
C -0.78225 5.34433 -0.69422 -1.052
C -1.23588 3.92741 -0.74367 1.298
O -1.24223 3.19347 -1.77782 -0.721
O -1.41782 3.28907 0.33690 -0.562
H -1.61468 6.04649 -0.70874 0.381
H -0.04328 5.55881 -1.46325 0.187
H -0.25533 5.53168 0.24347 0.247
C -4.93732 -0.07180 -1.36456 -0.895
C -3.54664 0.45532 -1.19494 1.136
O -2.57994 0.20086 -1.96933 -0.647
O -3.28014 1.25220 -0.24569 -0.700
H -5.62560 0.74665 -1.56321 0.350
H -5.25627 -0.49808 -0.41401 0.015
H -4.90151 -0.81768 -2.15513 0.301
C 1.41070 3.70515 2.70721 0.464
C 1.68523 2.56618 3.66662 0.684
O 1.22246 3.10418 4.90495 -0.409
C 0.52078 4.25513 4.69431 0.503
O 0.01476 4.88261 5.56490 -0.535
O 0.48469 4.55056 3.38997 -0.411
F 3.02006 2.33019 3.77001 -0.315
H 1.06869 3.38407 1.72547 -0.275
H 2.28858 4.33636 2.56970 0.179
H 1.12057 1.64448 3.54661 0.164
C 0.06154 -3.46272 -5.00052 -0.489
O -0.73591 -3.62894 -3.82522 -0.376
C -0.13608 -3.34541 -2.67373 0.885
O 1.03163 -3.05891 -2.53233 -0.524
O -1.00599 -3.53658 -1.70081 -0.283
C -0.56349 -3.80455 -0.38331 -0.384
H -0.33264 -4.13863 -5.75486 0.313
H 1.09716 -3.72467 -4.79918 0.290
H -0.03077 -2.44013 -5.35773 0.030
H -0.26933 -2.90807 0.15963 -0.294
H 0.33946 -4.41976 -0.39832 0.383
H -1.37296 -4.31729 0.12316 0.294
C 3.20963 -0.53899 -3.04594 -0.745
O 2.17132 0.08701 -2.27651 0.465
C 0.99308 0.36286 -2.75636 0.117
O 0.15629 0.97555 -2.14293 0.348
O 0.78787 -0.10140 -3.99088 -0.387
C -0.41812 0.34328 -4.60044 -0.636
H 2.91701 -1.54904 -3.32111 0.161
H 4.07816 -0.47264 -2.40100 0.178
H 3.40455 0.02614 -3.95725 0.341
H -1.28234 0.29086 -3.93239 0.146
H -0.67385 -0.37358 -5.37902 0.256
H -0.34601 1.36167 -4.97421 0.346
C 3.52956 -3.51903 -0.06298 -0.573
O 2.58829 -3.71894 0.96544 0.030
C 2.96358 -4.14718 2.16073 0.684
O 4.08911 -4.42115 2.48438 -0.591
O 1.88737 -4.18057 2.93689 -0.240
C 2.06941 -4.59510 4.28205 -0.767
H 3.08087 -3.41555 -1.04670 0.025
H 4.21973 -4.36601 -0.09771 0.392
H 4.13187 -2.62738 0.13095 0.252
H 2.11562 -5.67899 4.38540 0.300
H 1.28470 -4.11300 4.85524 0.241
H 3.02807 -4.25695 4.68770 0.341
C 3.67665 1.79492 0.63084 -0.425
O 3.25248 2.55446 -0.47722 -0.141
C 3.22929 3.86391 -0.38631 0.765
O 3.61839 4.48756 0.57338 -0.624
O 2.72625 4.37469 -1.50180 -0.181
C 2.91587 5.75749 -1.72411 -0.875
H 4.18058 0.84363 0.47747 0.315
H 2.79999 1.65200 1.25845 -0.233
H 4.38751 2.37801 1.22147 0.423
H 3.92836 6.04147 -2.00871 0.319
H 2.70103 6.32310 -0.81010 0.361
H 2.18024 6.06566 -2.46117 0.265
C -7.55973 -0.82926 2.83952 -0.723
O -6.29355 -0.76545 2.17515 -0.255
C -5.64296 -1.91909 2.06517 0.715
O -6.07426 -3.01480 2.30834 -0.594
O -4.41849 -1.66530 1.61587 -0.186
C -3.69395 -2.77993 1.10799 -0.504
H -8.21250 -0.09791 2.37080 0.227
H -7.40882 -0.62475 3.89658 0.275
H -8.01950 -1.80591 2.69942 0.348
H -3.57381 -3.52032 1.89946 0.466
H -2.70225 -2.40424 0.86098 -0.158
H -4.14868 -3.19171 0.20785 0.367

---

Table of ΔE to the lowest compared entry with this formula, charge and spin (kJ/mol), in record order: 0.0; 12.1